1.
174
Properties=species:S:1:pos:R:3:forces:R:3 method="wB97M-V/def2-TZVPD" fmax_ev_per_a=5.0 energy_ha=-2940.953345 multiplicity=2 s2=0.76 charge=+2 homo_energy_ha="-0.48595 / -0.48595" e_lumo_ev="-10.8 / -10.9"
O -4.503 -3.339 -0.764 2.22 -0.83 -1.14
O -3.643 3.421 3.016 0.86 0.61 0.51
O 4.183 -3.403 4.497 -0.52 0.30 -0.42
O 5.034 1.567 1.142 -0.66 0.31 -0.14
O -3.634 -0.714 -2.938 -0.27 -0.85 0.35
O -3.009 -5.213 0.651 0.28 -0.28 -1.27
O -6.529 -2.621 1.025 0.22 -1.33 -0.29
O -0.121 -4.770 -1.559 -1.23 0.44 -0.36
O 0.483 5.395 0.862 0.37 -0.64 0.11
O 6.003 -1.452 2.105 -0.29 -1.53 1.32
O -2.192 0.412 7.278 0.00 -0.97 -0.37
O 0.651 2.774 2.285 0.04 0.34 -0.25
O -1.728 -2.182 -1.394 3.16 0.27 1.03
O 6.241 -2.808 -5.261 -0.16 -0.60 -0.06
O -0.816 -0.822 -7.874 1.49 -0.29 -1.46
O -3.621 1.831 -4.019 -0.53 -1.17 1.03
N -0.514 -1.627 -0.910 -4.88 0.19 -1.19
C -7.534 -0.677 1.812 0.94 1.38 0.34
C 4.557 -2.489 -3.506 -0.60 -1.36 0.29
C 0.882 -6.266 0.072 0.77 1.44 0.88
C -0.185 0.658 -2.327 -1.22 0.53 1.06
C 1.593 -0.554 -1.222 1.47 -0.92 2.16
C 1.588 0.010 0.256 0.38 0.92 -1.73
C -1.822 3.310 -4.432 0.63 0.82 1.11
C -1.450 6.029 -0.247 -0.70 -0.21 -0.06
C 0.063 4.407 -1.320 -0.99 -0.12 0.25
C 0.703 -0.761 1.168 -0.86 -0.28 -0.73
C -4.615 4.659 1.077 -0.78 -1.35 1.26
C 0.976 -5.657 -1.304 0.19 -3.60 -0.73
C -3.080 -0.279 -7.467 -0.22 0.00 0.12
C -1.354 -2.168 1.506 1.61 -1.52 -1.87
C 1.037 1.692 4.440 0.18 -0.87 0.29
C 0.852 4.243 4.174 -0.82 -0.73 -0.58
C -4.804 3.620 2.247 -0.10 -1.47 -0.90
C 6.930 -1.706 -3.330 2.03 0.91 -0.01
C 3.780 3.722 0.658 1.50 0.38 0.18
C -2.453 0.037 4.897 0.78 1.07 -2.04
C 7.653 -1.671 0.492 0.52 -1.36 0.36
C 2.191 -3.696 3.161 -0.40 0.74 -0.67
C 0.500 -1.533 -3.294 0.46 -0.40 1.09
C -0.513 4.845 0.032 -0.07 1.94 -0.84
C -3.996 4.239 -3.673 -0.71 -0.34 1.63
C -5.270 -1.588 2.808 -0.26 0.00 1.52
C -1.617 0.088 0.681 0.85 0.45 -1.84
C 5.801 -1.990 -4.203 -1.96 0.74 -0.73
C -6.173 -1.390 1.640 -0.65 -0.29 -1.27
C -2.846 -0.353 6.281 -1.17 0.21 -0.84
C 5.272 -2.239 -0.057 0.79 -0.86 -0.04
C 2.353 -5.124 -1.732 -2.13 1.23 0.12
C 0.237 -0.809 -1.903 2.31 1.51 -1.54
C -0.682 -1.126 0.490 -0.20 -0.18 4.14
C 5.297 3.297 2.895 0.76 0.89 -1.80
C 0.341 2.826 3.712 1.88 0.70 -0.47
C 6.392 -2.331 1.035 -1.38 2.87 -1.46
C 4.407 2.765 1.680 -0.49 -0.50 2.05
C -5.156 2.140 1.778 -0.45 1.67 -0.37
C -3.048 3.012 -3.516 1.63 2.17 -3.56
C 3.233 -2.701 3.698 -0.24 0.04 0.39
C -1.649 -0.433 -6.850 -2.51 0.16 -1.15
Be -2.639 -4.629 -1.879 0.92 2.37 3.09
H 2.299 -4.825 -2.778 0.26 -0.64 -0.28
H 0.784 1.890 1.937 -0.07 -0.19 0.49
H 5.781 1.760 0.572 0.10 0.51 -0.03
H 0.020 -0.352 -7.857 -0.05 0.00 0.00
H -5.513 4.619 0.460 -0.01 0.15 -0.09
H 4.938 -1.231 -0.306 0.57 0.39 0.17
H 5.637 -2.612 -5.982 0.17 -0.34 -0.33
H 0.482 1.148 -3.036 -0.02 -1.30 -1.05
H 5.882 -0.557 1.779 0.00 0.14 -0.32
H -2.439 -2.269 1.549 0.03 0.60 -0.19
H -5.537 3.943 2.986 -0.21 0.18 -0.33
H -2.778 -4.717 1.437 0.27 0.54 0.08
H 3.689 -2.103 2.909 0.55 -0.67 -0.50
H 4.335 -2.758 0.141 0.13 -0.47 0.41
H 8.123 -2.256 -0.297 -0.17 0.28 -0.42
H 4.212 -1.846 -2.697 0.09 0.30 -0.14
H 0.901 1.725 5.521 -0.14 0.23 0.00
H -2.251 5.701 -0.910 -0.10 0.11 -0.18
H -3.638 5.264 -3.774 1.08 -0.33 0.02
H 3.121 -5.867 -1.513 0.07 0.51 0.07
H -0.902 -2.162 2.498 -0.23 0.87 0.03
H 1.239 -5.486 0.745 0.23 -0.22 0.61
H 7.446 -2.620 -3.035 -0.20 0.01 0.47
H 0.580 -0.141 2.056 -0.75 -0.25 0.15
H -4.594 -2.439 2.720 -0.07 -0.11 -0.50
H 1.006 -0.868 -3.994 -0.68 0.53 0.10
H -7.323 -2.902 1.484 -0.16 -0.47 -0.19
H 8.373 -1.720 1.309 0.08 0.48 0.03
H -4.313 1.732 1.221 0.26 -0.02 0.00
H -0.805 4.122 -1.915 0.03 -0.16 -0.22
H -7.342 0.376 2.021 -0.22 0.09 0.11
H 4.876 3.844 3.738 -0.81 -0.51 -0.14
H 0.704 0.697 4.144 -0.69 -0.09 -0.15
H -4.036 1.947 -4.877 0.05 0.47 -0.05
H -1.225 4.099 -3.975 -0.08 0.31 0.15
H 0.007 1.481 -1.639 -0.54 -0.60 1.37
H 1.157 -3.524 3.457 0.04 0.17 0.82
H -0.742 2.730 3.781 -0.04 0.25 0.41
H 0.425 4.452 5.155 -0.05 0.31 -0.15
H 1.315 -2.253 -3.219 -0.20 -0.69 0.54
H -8.159 -1.036 2.629 0.43 -0.39 0.31
H -1.088 2.506 -4.492 -0.39 -0.44 -0.38
H -3.768 4.354 0.464 0.15 0.21 0.04
H -8.189 -0.704 0.941 0.53 -0.18 -0.33
H 4.862 -2.778 4.761 0.21 0.05 0.01
H -0.997 3.996 0.515 -0.29 -0.06 0.19
H 2.552 0.089 0.759 0.63 -0.61 -0.66
H -3.218 -0.091 -3.534 -0.17 0.71 -0.36
H 6.031 2.573 3.249 -0.66 -0.55 0.09
H 2.756 -1.880 4.233 -0.40 -0.21 0.81
H -1.387 0.044 4.668 0.31 -0.44 0.38
H -2.729 -1.433 6.370 0.25 -0.08 0.51
H -5.422 -3.261 -0.507 -1.28 -0.29 0.40
H -1.044 0.972 0.403 -0.35 0.36 -0.02
H 3.478 2.401 2.117 0.18 -0.67 0.45
H -2.082 3.749 -5.396 -0.24 -0.56 -0.18
H 2.394 -4.144 -1.257 1.14 0.00 0.69
H 7.434 -0.640 0.212 0.21 -0.07 -0.17
H -5.367 1.508 2.641 0.04 0.15 0.00
H 4.673 -3.479 -3.065 0.47 -0.15 0.20
H -3.411 -6.016 0.984 -0.21 -0.46 -0.03
H -3.561 -1.212 -7.762 0.33 -0.31 0.24
H 0.854 -6.562 -1.898 -0.57 0.28 -0.88
H -1.485 -0.192 7.517 0.41 0.47 0.62
H -0.367 -2.003 -3.758 -0.05 0.29 0.10
H 4.540 4.276 0.108 0.04 -0.16 -0.44
H 1.195 -1.659 1.542 0.06 -0.18 -0.32
H -4.168 -2.443 -0.730 0.27 0.48 -0.21
H -4.518 5.660 1.497 0.28 -0.09 -0.18
H -0.931 6.868 -0.713 0.34 -0.31 -0.26
H -4.525 4.268 -2.720 -0.70 0.14 -0.16
H -4.720 4.180 -4.486 0.02 -0.66 -0.01
H 1.554 -7.124 0.104 -0.11 0.03 0.23
H 5.444 -1.084 -4.692 0.25 0.69 0.19
H -4.640 -0.707 2.930 -0.22 0.07 0.30
H -2.732 1.042 4.582 -0.27 0.48 0.73
H -1.935 6.503 0.606 0.14 -0.53 0.41
H -5.997 2.134 1.084 -0.21 -0.10 0.07
H 2.097 -3.466 2.099 0.33 -0.66 -0.46
H -5.853 -1.787 3.707 0.15 0.21 0.32
H 0.697 3.523 -1.249 0.41 0.18 0.03
H 6.760 -0.981 -2.535 -0.36 -0.50 0.31
H -0.959 -3.116 1.141 -0.21 -0.66 -0.06
H 0.517 5.258 -1.828 0.36 -0.21 0.11
H -0.110 -6.527 0.440 -0.11 -0.18 -0.54
H 1.051 4.637 1.020 0.48 0.01 0.61
H 7.641 -1.181 -3.968 0.35 -0.08 -0.02
H -1.674 -1.303 -6.194 -0.07 0.62 1.12
H 2.388 -4.753 3.339 0.43 0.21 -0.09
H 3.125 3.153 -0.003 0.08 0.09 -0.11
H -5.465 -0.976 0.922 -0.70 0.89 -0.62
H 5.749 -2.676 -0.934 -0.45 -0.03 -0.33
H 5.979 4.051 2.503 0.10 0.31 -0.40
H 6.563 -3.372 1.309 -0.18 0.29 0.67
H -2.969 3.092 2.417 0.29 0.06 -0.03
H 3.215 4.512 1.153 -0.16 -0.24 0.27
H -3.120 0.312 -8.381 0.62 0.20 0.04
H -3.921 -0.173 6.292 -0.13 0.06 0.66
H 3.743 -2.663 -4.210 -0.15 0.39 -0.28
H -1.234 0.744 -2.609 0.12 0.00 -0.37
H 0.568 4.961 3.404 -0.71 0.14 0.29
H 2.273 0.053 -1.819 -0.29 -0.06 -0.26
H -2.643 2.885 -2.512 -0.68 -0.35 0.16
H 1.925 4.430 4.209 0.24 -0.97 0.20
H 1.405 1.081 0.159 -0.93 0.21 0.25
H -2.433 -0.040 -0.031 -0.43 0.30 0.31
H 2.084 -1.513 -1.054 0.26 -0.42 -0.54
H -2.927 -0.512 4.084 -0.12 -0.78 0.33
H 2.106 1.567 4.267 0.25 0.90 -0.14
H -3.784 0.216 -6.797 0.08 -0.04 0.37
H -1.405 0.565 -6.485 0.33 -0.32 0.79
H 0.270 -3.895 -1.602 -0.43 0.69 -0.19
H -2.978 -0.871 -2.259 0.28 -0.06 0.10
H -1.937 0.190 1.718 -0.02 -0.26 -0.16

2.
89
Properties=species:S:1:pos:R:3:forces:R:3 method="wB97M-V/def2-TZVPD" fmax_ev_per_a=8.6 energy_ha=-8973.279787 multiplicity=6 s2=8.76 charge=-4 homo_energy_ha=0.05577 e_lumo_ev=6.8
Fe 0.926 -1.157 -0.203 -0.13 -0.68 0.59
V -2.454 0.223 3.265 0.14 -0.28 2.11
V -2.870 -1.473 -1.811 -1.76 -1.26 1.45
V -3.545 2.751 -1.190 -0.23 -3.32 2.93
S -1.146 0.659 0.095 0.72 0.64 1.94
S 0.591 -1.489 3.125 0.00 -3.08 -0.51
S -4.729 0.119 0.745 -4.97 0.56 -4.89
S -5.023 0.121 -3.010 -5.63 1.21 0.64
S 1.252 -3.768 -0.272 -1.32 -4.56 -0.14
O -1.445 -5.024 2.465 1.53 -0.67 -0.16
O 1.121 -0.661 -2.188 1.24 -0.04 -0.78
O -1.859 1.527 -0.849 -0.21 1.46 -0.36
O -0.126 1.504 -3.273 -0.54 0.48 -0.57
O 1.648 -4.707 -1.323 0.27 0.38 0.00
O -3.182 3.544 -2.514 0.01 0.83 0.22
O -4.193 0.163 2.070 2.31 -0.09 3.23
O -5.370 0.473 -4.383 0.08 -0.07 -0.48
O 0.208 -2.850 -0.728 -5.76 0.07 -2.11
O -3.285 -0.734 4.252 0.92 1.12 -0.52
O -3.510 3.682 0.126 0.21 0.06 -2.14
O 0.719 -2.894 3.456 0.28 0.64 0.60
O -1.597 0.870 1.479 -0.02 -0.01 -1.43
O -3.946 0.954 -2.526 3.92 2.37 1.17
O -6.123 0.299 -2.042 0.20 -0.39 -1.86
O 1.580 -0.649 3.755 0.91 1.28 1.20
O 2.802 -0.058 0.218 1.82 -0.17 -1.17
O 0.316 0.689 0.032 2.77 5.74 0.69
O -2.878 -3.007 -1.365 0.05 1.15 -0.78
O -4.811 1.403 0.095 4.30 6.40 -2.02
O -4.560 -1.277 -2.972 1.81 -2.38 0.63
O 3.042 1.209 2.738 0.62 1.82 -0.49
O -1.888 -1.332 -3.023 1.19 0.27 -0.77
O 2.710 5.586 -1.856 0.02 1.01 -1.00
O -1.112 -0.678 -0.412 -5.17 -5.22 -1.98
O 0.733 -1.338 1.661 -0.04 0.62 -0.41
O -0.784 -1.083 3.451 -2.51 1.89 0.48
O -6.146 -0.066 0.638 -2.15 -3.88 3.03
O -2.126 1.609 4.074 -0.76 -2.10 -1.15
O 2.135 -2.649 -0.121 8.04 2.95 1.00
O -4.020 -0.759 -0.184 2.27 -1.53 0.17
O 0.962 -4.391 0.980 0.12 -0.63 0.08
C 2.310 2.432 2.700 -0.50 -0.13 -0.44
C 1.861 3.417 -1.279 -0.22 -0.38 0.52
C -2.345 -4.100 2.987 -1.71 -0.67 -0.40
C 4.963 -1.181 0.388 0.88 -0.35 2.60
C -2.878 -3.146 1.889 0.73 -0.23 0.69
C 1.809 -1.265 -3.261 -0.29 -1.32 -0.27
C -0.942 1.572 -4.466 1.31 -0.52 -0.44
C 4.102 -0.243 -0.358 0.13 0.53 -2.52
C 3.369 4.846 0.316 0.14 -1.13 -1.37
C -3.462 -4.985 3.599 -0.56 1.14 0.34
C 4.712 1.143 -0.707 0.06 -0.64 0.28
C 3.008 4.407 -1.141 -0.32 0.34 0.76
H 0.902 3.822 -0.956 -0.06 0.47 0.01
H 4.368 -2.059 0.641 0.06 -0.05 0.00
H 2.463 0.620 3.229 -0.67 -1.63 0.43
H -0.659 1.903 -2.582 -0.11 -0.12 0.56
H 1.724 3.080 -2.306 0.14 0.11 -0.05
H -3.990 -5.565 2.842 0.23 -0.19 -0.32
H -1.824 -3.574 3.787 0.04 0.20 -0.22
H 3.863 3.977 0.752 -0.25 0.19 0.58
H 0.650 0.054 -2.621 -1.09 1.03 0.30
H -3.387 -3.669 1.079 -0.29 -0.16 0.18
H -1.893 -5.651 1.892 -0.16 0.28 -0.23
H -3.501 -2.365 2.324 -0.15 -0.12 -0.13
H -2.022 -2.689 1.392 0.13 0.13 0.13
H 1.940 2.526 -0.656 0.39 -0.12 0.01
H -3.077 -5.650 4.372 0.19 -0.08 -0.03
H 2.368 -2.130 -2.904 0.22 0.23 0.22
H 2.427 -0.567 -3.826 0.26 0.24 0.26
H -4.246 -4.371 4.043 -0.10 0.19 0.24
H 1.564 2.422 1.905 0.15 -0.04 -0.60
H 4.812 1.714 0.217 -0.26 0.37 -0.03
H 4.067 5.682 0.306 0.04 0.01 -0.17
H 5.317 -0.722 1.311 -0.51 0.17 0.71
H 1.086 -1.690 -3.958 -0.24 0.04 -0.09
H 4.126 1.641 -1.479 -0.34 0.14 0.42
H 2.458 5.149 0.832 0.03 -0.27 0.23
H 1.999 6.049 -1.406 -0.21 -0.12 0.04
H 5.949 -1.489 0.041 -0.26 0.02 -1.31
H 4.014 -0.770 -1.307 -0.93 0.21 -0.30
H 2.980 3.278 2.549 0.03 -0.09 0.20
H -0.804 0.606 -4.952 -0.81 -0.23 0.16
H 5.715 1.096 -1.133 0.25 -0.48 0.05
H -0.455 2.244 -5.173 0.00 0.62 0.04
H -1.978 1.878 -4.318 0.07 -0.41 0.32
H 3.864 4.001 -1.679 0.30 -0.03 0.33
H 1.653 2.591 3.555 0.45 -0.10 0.60
H 3.002 0.390 1.044 -0.71 0.36 1.33

3.
15
Properties=species:S:1:pos:R:3:forces:R:3 method="wB97M-V/def2-TZVPD" fmax_ev_per_a=8.4 energy_ha=-655.944003 e_above_lowest_kcal_mol=96.5 homo_energy_ha=-0.35025 e_lumo_ev=1.0 smiles=C[C@@H]1C[C@@]1(C)Cl
Cl 2.645 -0.290 -0.454 -1.52 0.15 0.01
C -0.248 -0.990 -0.244 -0.81 2.20 -8.07
C -1.426 -0.148 -0.825 -1.38 2.04 -0.14
C 0.379 -1.098 1.044 -0.62 -0.28 1.47
C 0.549 1.375 0.351 -0.71 -0.02 0.89
C 0.881 -0.071 0.061 0.90 -0.29 1.50
H -1.437 1.153 -0.555 -0.51 -4.57 -0.56
H 1.189 1.621 1.133 1.04 0.59 1.93
H -1.195 -0.005 -2.029 -1.35 -1.08 3.02
H -0.524 1.645 0.706 2.26 -0.66 -0.72
H 0.744 -2.096 0.856 1.15 -0.09 1.57
H 0.050 -1.606 -1.276 -0.62 0.32 3.60
H -2.415 -0.707 -0.383 1.86 1.78 -2.01
H -0.142 -0.805 2.008 0.75 -0.58 -1.30
H 0.949 2.022 -0.394 -0.46 0.50 -1.19

4.
12
Properties=species:S:1:pos:R:3:forces:R:3 method="wB97M-V/def2-TZVPD" fmax_ev_per_a=5.8 energy_ha=-617.331758 homo_energy_ha=-0.29716 e_lumo_ev=-1.4
Na 1.075 1.010 4.543 0.00 -0.38 -0.51
O -1.064 -1.607 -2.117 0.61 -1.88 -0.34
O 0.137 0.014 -3.114 1.11 -3.90 0.40
O 1.393 -0.801 3.018 -0.26 0.43 0.17
O 0.482 -0.385 1.056 -0.15 -0.08 -0.08
C -0.335 0.398 -1.038 2.42 3.21 -0.80
C -0.031 0.554 0.255 -0.70 -0.20 0.70
C 0.746 0.042 2.414 0.19 -0.12 0.24
C -0.180 -0.602 -2.047 -2.55 3.70 -3.73
H -1.913 -1.327 -1.752 0.42 0.03 0.43
H 0.037 1.241 -1.999 -1.75 -0.85 3.82
H -0.346 1.464 0.782 0.68 0.03 -0.30

5.
11
Properties=species:S:1:pos:R:3:forces:R:3 method="wB97M-V/def2-TZVPD" fmax_ev_per_a=7.9 energy_ha=-322.331579 e_above_lowest_kcal_mol=152.3 homo_energy_ha="-0.30020 / -0.29409" e_lumo_ev="-0.3 / -0.2" smiles="C/C(C=O)=N/O"
O -1.581 0.716 -1.281 -0.61 -1.78 -2.63
O -1.977 -0.872 0.793 0.06 0.21 -1.83
N -0.615 -0.914 0.508 0.00 -1.42 6.16
C -0.495 0.106 -1.297 -1.64 7.64 1.04
C -0.008 0.151 0.065 1.68 -2.51 -2.14
C 1.388 0.497 0.438 0.10 -0.79 0.19
H 1.542 0.300 1.496 0.06 0.18 0.06
H -2.147 -1.650 1.343 0.51 -0.09 -0.33
H 2.100 -0.116 -0.115 0.14 -0.04 -0.14
H 1.587 1.537 0.185 -0.08 0.06 0.11
H 0.206 0.247 -2.136 -0.22 -1.46 -0.49

6.
38
Properties=species:S:1:pos:R:3:forces:R:3 method="wB97M-V/def2-TZVPD" fmax_ev_per_a=1.2 energy_ha=-1230.727128 homo_energy_ha=-0.34924 e_lumo_ev=0.5 smiles="C[C@H](F)C[C@@H]1COC[C@H]1CCCCS(=O)(=O)O"
S 2.468 -2.653 2.033 -0.22 -1.16 -0.21
F 0.036 1.692 -3.698 0.01 0.25 -0.10
O 3.334 -3.658 2.583 0.03 0.27 0.10
O 3.065 -1.239 2.436 -0.01 0.28 -0.04
O -1.766 3.478 -0.362 -0.45 0.07 0.11
O 2.195 -2.700 0.632 0.01 0.31 -0.02
C 0.956 -2.662 2.947 -0.02 0.47 0.44
C -1.029 2.932 0.708 0.83 0.03 -0.19
C -1.393 2.750 -1.531 -0.22 0.12 0.40
C -0.989 0.373 1.342 0.27 0.44 -0.10
C 0.119 -0.680 1.438 -0.55 -0.09 0.35
C -0.071 -1.529 2.699 0.20 -0.38 -0.37
C 0.264 -0.611 -4.084 0.27 0.18 0.49
C -0.556 0.466 -3.395 0.12 -0.66 -0.16
C -0.692 1.480 0.306 -0.07 -0.42 0.66
C -0.586 0.265 -1.893 -0.82 -0.10 -0.36
C -1.377 1.294 -1.067 1.08 0.32 0.50
H -1.064 -0.708 -1.749 0.12 -0.11 0.09
H -2.400 0.981 -0.861 -0.11 -0.11 -0.28
H -0.154 -1.597 -3.891 -0.14 -0.05 -0.18
H 0.557 -3.660 2.777 -0.01 -0.03 -0.24
H 0.394 1.466 0.198 0.04 -0.06 -0.44
H -1.515 3.073 1.672 -0.52 -0.15 -0.16
H 4.012 -1.371 2.574 0.20 0.07 0.11
H -2.143 3.005 -2.274 0.15 -0.12 -0.27
H -0.394 3.054 -1.846 0.00 0.08 -0.20
H -1.937 -0.117 1.108 -0.14 0.06 0.17
H -1.561 0.469 -3.821 -0.14 0.26 0.06
H 1.264 -0.606 -3.645 0.06 0.00 -0.08
H 0.079 -1.348 0.579 0.27 0.15 -0.18
H -0.080 -0.894 3.582 -0.05 0.11 0.00
H -0.076 3.477 0.786 -0.04 0.05 0.05
H 0.358 -0.417 -5.148 -0.13 -0.08 -0.11
H -1.047 -2.010 2.619 -0.10 0.07 0.19
H -1.071 0.858 2.319 -0.20 -0.11 0.09
H 1.279 -2.635 3.987 0.06 -0.10 0.01
H 0.439 0.156 -1.542 0.12 0.19 0.06
H 1.081 -0.174 1.481 0.11 -0.06 -0.20